1.
A molecular structure, C21H27N6O7Re in a non-equilibrium geometry, computed with the ωB97M-V functional and the def2-TZVPD basis.

Calculated values
Max |F| ... 5.77 eV Å⁻¹
2S+1 ... 2
Molar mass ... 661.7 g mol⁻¹
Kohn-Sham gap (alpha / beta) ... 5.88 / 5.79 eV
Total charge ... -1
Calculated total energy ... -1749.9375 Ha
HOMO level (alpha / beta) ... -3.384 / -3.296 eV
Energy relative to the best compared isomer or geometry (same formula, charge and spin) ... 104.2 kcal/mol

Geometry as XYZ:
```
62
C21H27N6O7Re the ωB97M-V functional and the def2-TZVPD basis
Re -0.08756 -0.36866 -0.64844
O 4.58476 1.15891 -1.71502
C 3.83208 1.85310 -2.58969
C 4.44692 2.85830 -3.33472
C 3.70810 3.62889 -4.21292
C 2.34094 3.41790 -4.36460
C 1.73066 2.40781 -3.64108
C 2.46185 1.60626 -2.76608
C 1.72989 0.50501 -2.07458
O 0.58414 0.16408 -2.52675
N 2.32001 0.04130 -0.99309
N 1.75899 -1.05427 -0.25960
C 2.44662 -2.09612 -0.53151
C 1.76624 -3.36554 -0.41460
C 2.29042 -4.53199 0.14289
C 1.55905 -5.69981 0.17168
C 0.27180 -5.70168 -0.38707
C -0.26407 -4.57420 -0.96678
C 0.46636 -3.35991 -1.01062
O -0.01171 -2.32840 -1.61423
H 3.94583 0.61712 -1.18332
H 5.50758 3.02057 -3.19072
H 4.20298 4.40955 -4.77875
H 1.76081 4.02705 -5.04498
H 0.67128 2.20189 -3.73721
H 3.42490 -1.95335 -0.98164
H 3.28659 -4.50385 0.57343
H 1.96716 -6.59502 0.62142
H -0.31553 -6.61351 -0.36609
H -1.24797 -4.58231 -1.41655
N -0.66729 1.46762 0.59846
C -0.15170 1.80437 1.92229
C -1.11339 2.68811 2.73031
C -2.55903 2.20557 2.85840
C -2.85248 1.10016 3.88279
N -2.33022 -0.23329 3.65009
C -2.60535 -1.02746 2.61463
N -3.66713 -0.78468 1.84857
N -1.80652 -2.05815 2.36679
C 0.18022 0.47629 2.64387
O 0.29259 0.48753 3.88726
O 0.23896 -0.51226 1.87345
H -0.55375 2.18795 -0.10842
H -1.67244 1.35851 0.49917
H 0.78459 2.34414 1.76340
H -1.14508 3.65918 2.22361
H -0.69797 2.87018 3.72301
H -2.96415 1.94553 1.87687
H -3.16082 3.05262 3.20262
H -3.93890 1.04919 4.01833
H -2.43160 1.38873 4.84580
H -1.45112 -0.43372 4.11814
H -4.30204 -0.03959 2.05985
H -3.73543 -1.26208 0.96280
H -0.81977 -1.86189 2.55737
H -1.92586 -2.44745 1.43483
C -2.89465 1.41494 -2.14063
O -1.62803 1.22978 -1.67792
H -3.66737 1.49392 -1.33357
H -3.25637 0.59908 -2.80007
H -2.99587 2.34694 -2.73104
O -1.64112 -1.09887 -0.12979
```

2.
A molecular structure, C21H27N6O7Re in a non-equilibrium geometry, computed with the ωB97M-V functional and the def2-TZVPD basis.

Calculated values
Max |F| ... 4.41 eV Å⁻¹
2S+1 ... 4
Molar mass ... 661.7 g mol⁻¹
Kohn-Sham gap (alpha / beta) ... 4.78 / 7.26 eV
Total charge ... -1
Calculated total energy ... -1749.9230 Ha
HOMO level (alpha / beta) ... -2.290 / -4.780 eV
Energy relative to the best compared isomer or geometry (same formula, charge and spin) ... 116.6 kcal/mol

Geometry as XYZ:
```
62
C21H27N6O7Re the ωB97M-V functional and the def2-TZVPD basis
Re 0.30266 -0.04013 -0.05275
O -4.52975 -1.71968 -0.22092
C -3.84290 -2.81947 -0.55476
C -4.51872 -4.04140 -0.58954
C -3.84436 -5.20897 -0.89448
C -2.48035 -5.19000 -1.16893
C -1.80857 -3.97988 -1.14994
C -2.46914 -2.78875 -0.85845
C -1.68803 -1.52304 -0.87899
O -0.45597 -1.54088 -1.27808
N -2.28581 -0.48595 -0.35021
N -1.55597 0.75652 -0.35625
C -1.95589 1.57891 -1.38119
C -1.01096 2.47386 -1.97121
C -1.32616 3.76904 -2.40606
C -0.37902 4.58072 -3.01275
C 0.91714 4.10965 -3.19226
C 1.25801 2.82425 -2.78159
C 0.31548 1.98585 -2.18617
O 0.60856 0.72269 -1.92058
H -3.84284 -0.98267 -0.15897
H -5.57706 -4.04329 -0.36200
H -4.38781 -6.14667 -0.91231
H -1.95177 -6.10659 -1.39640
H -0.74808 -3.91915 -1.36022
H -2.96241 1.44296 -1.75699
H -2.33475 4.13551 -2.24801
H -0.64678 5.58069 -3.33307
H 1.66480 4.74043 -3.65991
H 2.25135 2.42475 -2.94868
N 0.19791 -0.84513 2.03694
C -0.46075 -0.20784 3.18305
C 0.22742 -0.55839 4.50381
C 1.70794 -0.18888 4.56283
C 1.99425 1.29783 4.84411
N 1.55335 2.31973 3.90076
C 1.90727 2.43445 2.62267
N 2.98541 1.80532 2.13683
N 1.19183 3.22994 1.82767
C -0.51226 1.31792 2.97206
O -0.73353 2.03128 3.97069
O -0.24997 1.70025 1.80517
H -0.04660 -1.82545 1.92560
H 1.21059 -0.86866 2.11614
H -1.48968 -0.57245 3.21210
H 0.11932 -1.63582 4.66487
H -0.29082 -0.05273 5.31949
H 2.22840 -0.54329 3.66733
H 2.17782 -0.71935 5.39525
H 3.06638 1.41595 5.03083
H 1.48269 1.56485 5.76796
H 0.61561 2.66540 4.09734
H 3.50184 1.19372 2.74204
H 2.90157 1.52668 1.16220
H 0.19185 3.19889 2.03601
H 1.32034 3.02581 0.83892
C 2.89958 -1.72810 -0.10437
O 1.54548 -1.73857 0.17210
H 3.50217 -1.17997 0.64924
H 3.14230 -1.26855 -1.07216
H 3.28674 -2.75693 -0.12007
O 1.83578 0.77469 0.23811
```

3.
C21H27NO3S in the gas phase in a non-equilibrium geometry, computed with the ωB97M-V functional and the def2-TZVPD basis.

Calculated values
Max |F| ... 1.75 eV Å⁻¹
2S+1 ... 1
Molar mass ... 373.5 g mol⁻¹
Kohn-Sham gap ... 8.99 eV
Total charge ... 0
Calculated total energy ... -1495.0700 Ha
HOMO level ... -8.494 eV
Energy relative to the best compared isomer or geometry (same formula, charge and spin) ... 8.1 kcal/mol

Geometry as XYZ:
```
53
C21H27NO3S the ωB97M-V functional and the def2-TZVPD basis
C -4.95740 -3.78173 1.23239
C -4.90845 -2.43746 0.57393
C -4.25392 -2.25495 -0.63837
C -4.22883 -1.01704 -1.25171
C -4.86020 0.07662 -0.66774
C -5.51152 -0.10253 0.54738
C -5.53760 -1.34338 1.15564
H -6.05269 -1.46520 2.09759
H -6.00760 0.73470 1.01741
C -4.78452 1.40911 -1.31824
H -5.09732 1.37384 -2.36212
H -5.35554 2.17586 -0.79862
S -3.00554 1.99114 -1.39384
O -3.07510 3.39549 -1.77809
C -2.75646 1.97817 0.47742
C -1.45406 2.59313 0.77648
C -1.12366 3.85704 1.18247
C 0.28414 3.89735 1.24751
C 0.72439 2.65706 0.86791
C 2.09938 2.14544 0.74546
O 3.07039 2.81283 1.05087
N 2.17338 0.88293 0.26583
H 1.31901 0.40041 0.03497
C 3.42836 0.19312 0.04612
C 3.48484 -1.03564 0.96344
H 3.66706 -0.68198 1.98031
C 4.53909 -2.08059 0.59025
C 5.87411 -1.50213 0.11628
C 5.91176 -1.26195 -1.39285
C 5.07594 -0.07735 -1.87052
H 5.51509 0.85034 -1.49748
C 3.60974 -0.12640 -1.44352
H 3.06598 0.63082 -2.01407
H 3.17583 -1.09857 -1.68298
H 5.12402 -0.04564 -2.96189
H 6.94717 -1.08901 -1.69640
H 5.57304 -2.16973 -1.89937
H 6.09363 -0.57708 0.64979
H 6.66567 -2.21534 0.35894
H 4.14941 -2.73663 -0.19081
H 4.70832 -2.70425 1.47091
H 2.50360 -1.51978 0.95952
H 4.19458 0.91518 0.34551
O -0.33764 1.85935 0.57708
H 0.90453 4.72204 1.52981
H -1.80441 4.65282 1.40342
H -2.79305 0.93133 0.77040
H -3.56500 2.54809 0.92600
H -3.71460 -0.89022 -2.19346
H -3.75837 -3.09279 -1.10733
H -5.92012 -4.25571 1.03905
H -4.17578 -4.43274 0.84886
H -4.84310 -3.68842 2.31042
```

4.
A molecular structure, C21H28AuN6O2PS3 in a non-equilibrium geometry, computed with the ωB97M-V functional and the def2-TZVPD basis.

Calculated values
Max |F| ... 3.38 eV Å⁻¹
2S+1 ... 4
Molar mass ... 720.6 g mol⁻¹
Kohn-Sham gap (alpha / beta) ... 4.40 / 7.01 eV
Total charge ... -1
Calculated total energy ... -2967.6059 Ha
HOMO level (alpha / beta) ... -2.252 / -5.234 eV
Energy relative to the best compared isomer or geometry (same formula, charge and spin) ... 0.0 kcal/mol

Geometry as XYZ:
```
62
C21H28AuN6O2PS3 the ωB97M-V functional and the def2-TZVPD basis
Au 3.93102 -1.94654 1.54290
S 3.27611 -2.62162 3.72866
C 4.09040 -1.48078 4.59940
C 3.96006 -1.49256 6.00715
N 3.95822 -1.47313 7.18877
C 4.93700 -0.44156 4.07297
S 5.71420 -0.74897 2.59458
C 5.22590 0.73507 4.81716
N 5.41668 1.71045 5.46990
O 4.41071 -1.50209 -0.36767
N 4.30814 -2.58401 -1.17020
C 5.04181 -2.47648 -2.30103
C 4.89442 -3.36689 -3.33896
C 4.00125 -4.46358 -3.18763
C 3.18857 -4.46346 -2.05816
C 3.27294 -3.47817 -1.02002
S 2.42894 -3.33401 0.44603
H 5.75494 -1.61296 -2.36303
H 5.49850 -3.17200 -4.19688
H 4.06198 -5.30133 -3.85899
H 2.59979 -5.31829 -1.75417
O -0.09667 0.52903 0.56690
P -1.37308 1.00396 -0.10183
N -2.51294 1.52010 1.02824
C -4.02152 1.45725 0.90895
C -4.42953 1.01528 2.33382
C -3.41464 1.65891 3.24993
C -2.09406 1.55612 2.51348
N -1.11130 2.31963 -1.05047
C 0.32893 2.62834 -1.29026
C 0.29011 4.16464 -1.69422
C -1.09324 4.26692 -2.37887
C -1.99220 3.37469 -1.51718
N -2.13174 -0.19906 -1.00499
C -2.54668 -0.20381 -2.39285
C -3.05991 -1.60475 -2.67964
C -2.80341 -2.48020 -1.47867
C -2.43188 -1.49273 -0.32374
H -4.32610 0.79324 0.09088
H -4.33392 2.49881 0.64914
H -4.52210 -0.01514 2.51192
H -5.43978 1.44627 2.56973
H -3.47499 1.19291 4.23780
H -3.64380 2.71795 3.41893
H -1.50716 0.64147 2.75523
H -1.47112 2.41690 2.71632
H 0.75507 2.06182 -2.15135
H 0.92202 2.44650 -0.39278
H 1.15291 4.46645 -2.32892
H 0.35289 4.81960 -0.76734
H -1.03889 3.81402 -3.37987
H -1.50534 5.25474 -2.52112
H -2.92544 3.00708 -2.01926
H -2.30148 3.93776 -0.61316
H -1.69263 0.01991 -3.08977
H -3.25247 0.65106 -2.55243
H -2.55249 -1.98173 -3.56181
H -4.14587 -1.56222 -2.92843
H -1.94966 -3.18054 -1.60100
H -3.70143 -3.04469 -1.16852
H -1.57655 -1.80674 0.25702
H -3.29950 -1.27687 0.32945
```